Formula: C5H8Cl2
Source: the OMol25 dataset
Level of theory: wB97M-V/def2-TZVPD

Geometry as ORCA input:
```
! wB97M-V def2-TZVPD RIJCOSX def2/J DEFGRID3
* xyz 0 1
C -2.02886 -0.97181 -0.07514
C -1.05753 0.17114 0.04853
C 0.21242 0.35427 0.14979
C 1.15610 1.39752 0.60693
C 1.12056 -0.70274 -0.56185
H -2.85272 -0.76570 -0.75111
H -1.61327 -1.80619 -0.75286
H -2.15046 -1.56065 1.01670
H -1.58789 1.20532 0.41088
H 2.24941 1.12994 0.58109
H 0.69083 1.80413 1.62473
H 0.53454 -1.48237 -0.75823
H 1.54729 -0.15510 -1.39641
Cl 1.16342 2.81638 -0.55202
Cl 2.61616 -1.43414 0.40898
*
```

Results
- Molar mass: 139.025 g mol⁻¹
- Total energy: -1115.59912 hartree
- HOMO-LUMO gap: 10.5 eV
- Highest occupied orbital energy: -9.95 eV
- SMILES string: CC=C(CCl)CCl
- Lowest unoccupied orbital energy: 0.594 eV

***

Formula: C13H17BF4KNO8
Source: the OMol25 dataset
Level of theory: wB97M-V/def2-TZVPD

Geometry as ORCA input:
```
! wB97M-V def2-TZVPD RIJCOSX def2/J DEFGRID3
* xyz -2 1
K -1.08315 -3.34228 -0.04960
C 1.26430 3.42722 3.56582
C 0.83394 4.66245 4.23091
C -0.65790 4.62253 4.77200
O -0.96652 5.72817 5.23546
C -1.38853 3.33710 4.70510
C -0.89658 2.27852 4.09013
C 0.52130 2.26491 3.44350
O 1.11216 1.22160 2.93036
O -1.55905 1.13134 4.08005
O 1.37736 5.77500 4.29442
H 2.28517 3.44256 3.21371
H -2.29956 3.23572 5.27619
B -1.35065 -7.73291 4.19558
F -2.01332 -6.81720 5.02266
F -0.01568 -7.52882 4.39624
F -1.73353 -9.03183 4.50007
F -1.66474 -7.39238 2.91844
C -2.07884 4.09165 -1.28429
C -3.47393 3.91247 -1.77371
O -4.26608 3.16195 -0.93262
C -4.19068 1.83366 -0.87977
O -3.56725 1.09710 -1.68493
O -5.10228 1.36412 -0.06241
C -5.83975 2.17983 0.84463
H -1.51566 3.16271 -1.37380
H -2.05522 4.54834 -0.29486
H -1.58409 4.83695 -1.90707
H -3.45212 3.32320 -2.69044
H -4.08527 4.80521 -1.90559
H -6.66078 1.62375 1.29715
H -6.34355 2.97264 0.29168
H -5.19456 2.61583 1.60734
C 4.65135 -3.52867 -3.77100
O 3.58682 -2.88453 -3.73950
N 5.49600 -3.65092 -4.83996
C 6.72825 -4.45255 -4.75665
C 5.28028 -3.09894 -6.15895
H 5.07180 -4.14688 -2.96278
H 6.81296 -5.11992 -5.61427
H 6.83944 -5.07052 -3.86565
H 7.59742 -3.79727 -4.81361
H 5.51927 -2.04355 -6.28984
H 5.81884 -3.80946 -6.78601
H 4.24255 -3.20788 -6.47414
*
```

Results
- Molar mass: 441.180 g mol⁻¹
- Total energy: -2186.66351 hartree
- HOMO-LUMO gap: 1.8 eV
- Highest occupied orbital energy: -0.23 eV
- Lowest unoccupied orbital energy: 1.597 eV

***

Formula: C20H47CeNO4P3
Source: the OMol25 dataset
Level of theory: wB97M-V/def2-TZVPD

Geometry as ORCA input:
```
! wB97M-V def2-TZVPD RIJCOSX def2/J DEFGRID3
* xyz 2 2
Ce 1.65191 -0.37048 1.26484
P 0.79338 -2.61158 -0.45076
P -0.28816 2.86703 0.21750
N 2.13068 -0.03863 -0.83620
C 2.35330 -2.45090 -1.45367
H 3.17247 -2.85098 -0.83187
H 2.28365 -3.07932 -2.35365
C 2.65332 -0.99409 -1.84186
H 3.74505 -0.85968 -1.94826
H 2.22058 -0.75485 -2.83248
C 1.50684 1.15284 -1.42814
H 0.54303 0.87860 -1.89896
H 2.15871 1.47864 -2.26088
C 1.33572 2.38421 -0.49842
H 1.61202 3.25754 -1.11279
H 2.10131 2.35200 0.30470
C 0.00013 3.32502 1.97727
C 0.73138 2.23585 2.78172
H 1.75090 2.03199 2.39439
H 0.12599 1.31384 2.87637
H 0.87386 2.60341 3.80684
C -0.83189 4.32452 -0.71713
C -2.33646 4.59127 -0.62300
H -2.57310 5.42820 -1.29371
H -2.64912 4.88102 0.38918
H -2.93275 3.73336 -0.95177
C -0.54696 -2.21621 -1.68516
C -1.93740 -2.53869 -1.12289
H -2.69739 -2.19885 -1.84055
H -2.10972 -2.00208 -0.18252
H -2.09222 -3.61542 -0.96672
C 0.75137 -4.42052 -0.05747
C -0.25888 -4.73180 1.05635
H -0.20500 -5.80465 1.28602
H -1.28825 -4.50878 0.74787
H -0.04368 -4.17634 1.97834
C -1.58362 1.59713 0.26358
C 0.00465 5.57170 -0.38214
H -0.16779 5.91406 0.64771
H 1.08070 5.39989 -0.52028
H -0.28834 6.38462 -1.05951
C -0.34679 -2.77700 -3.09173
H -1.15322 -2.39049 -3.73098
H 0.60429 -2.46401 -3.53822
H -0.40483 -3.87125 -3.11781
C 0.55524 -5.35174 -1.25394
H 0.74502 -6.38150 -0.91996
H -0.47453 -5.32743 -1.63316
H 1.24976 -5.14766 -2.07676
C -1.31293 3.73746 2.65483
H -2.07797 2.95196 2.58400
H -1.12098 3.91818 3.72130
H -1.72714 4.66852 2.24619
H 0.65720 4.20820 1.92433
H 1.76492 -4.60062 0.34934
H -0.60491 4.04373 -1.75982
H -0.48056 -1.11472 -1.75096
O -1.21452 0.38065 0.55173
H -2.51239 1.78365 -0.42914
H -2.67156 2.02953 0.51088
C -2.34818 -1.69234 4.61871
O -1.31956 -0.95879 3.92918
P -0.01585 -1.56327 3.19784
O 0.46038 -2.88688 4.02582
C 1.24857 -2.78673 5.23135
O 3.00847 -1.76786 1.92068
C 3.94464 -2.78114 2.26387
H -2.68894 -2.54468 4.02048
H -1.98754 -2.01675 5.59924
H -3.16254 -0.97611 4.74366
H 2.31273 -2.83788 4.97296
H 1.04185 -1.85290 5.77230
H 0.96918 -3.64505 5.84651
H 4.97180 -2.38538 2.24855
H 3.74020 -3.17834 3.27139
H 3.89408 -3.61627 1.54526
*
```

Results
- Molar mass: 598.637 g mol⁻¹
- Total energy: -2644.45560 hartree
- HOMO-LUMO gap (spin up / spin down): 6.1 / 3.3 eV
- <S²>: 0.761
- Highest occupied orbital energy (spin up / spin down): -11.78 / -11.72 eV
- Lowest unoccupied orbital energy (spin up / spin down): -5.660 / -8.396 eV

***

Result set for relative energy (zero: lowest compared OMol25 entry of this formula, charge and spin): 2.8835 4.7581 0.0000 eV, one per record in the order listed.